15
Properties=species:S:1:pos:R:3:forces:R:3 method="wB97M-V/def2-TZVPD" smiles=C[C@H]1C[C@@]1(N)O total_energy_ha=-287.77082 e_above_lowest_ev=1.677 homo_lumo_gap_ev=10.46 spin_multiplicity=1
C -0.852580 -1.465934 0.800994 -0.030 -0.098 0.053
C -0.444093 -0.574303 -0.337479 0.098 -0.225 -0.083
C -0.906726 0.861960 -0.357958 -0.040 0.159 -0.136
C 0.570580 0.495220 -0.141201 -0.131 0.022 -0.328
N 1.520459 0.663474 -1.211243 -0.371 0.193 -0.004
O 1.085043 0.682388 1.157635 -0.252 0.031 -0.136
H -0.838854 -0.926254 1.753015 0.004 -0.065 -0.173
H -0.166696 -2.314171 0.886713 -0.121 0.044 0.041
H -1.862494 -1.848319 0.627348 0.087 -0.028 0.088
H -0.389771 -1.039672 -1.314003 0.007 -0.111 0.026
H -1.219218 1.305492 -1.301242 0.292 -0.155 0.099
H -1.575958 1.136429 0.472280 0.772 0.038 -0.146
H 2.201046 -0.090143 -1.275584 -0.339 0.033 0.273
H 2.039748 1.529242 -1.131066 -0.132 0.041 0.043
H 0.839510 1.584594 1.371785 0.155 0.120 0.383